No. 1
Density functional theory data (the ωB97M-V functional and the def2-TZVPD basis) for a 9-piece molecular cluster, C17H52N2O17 overall in a non-equilibrium geometry.

orbital gap = 0.330 Ha
calculated total energy = -2067.247179 Ha
SMILES = NC(N)=O.OCCO.OCCO.OCCO.OCCO.OCCO.OCCO.OCCO.OCCO
strongest force on any atom = 7.23 eV/Å
E_HOMO = -9.5 eV

Structure (ORCA input):
```
! RIJCOSX wB97M-V def2-TZVPD def2/J DEFGRID3
* xyz 0 1
N 1.82 0.88 -3.52
C 2.73 0.03 -3.30
N 2.24 -1.18 -3.38
O 3.84 0.38 -3.10
H 2.18 1.75 -3.89
H 0.88 0.56 -3.69
H 1.31 -1.33 -3.72
H 2.96 -1.88 -3.29
O -4.96 -4.50 0.30
C -5.03 -3.06 0.57
C -4.01 -2.29 -0.44
O -2.60 -2.30 -0.07
H -4.05 -4.73 0.53
H -6.09 -2.85 0.39
H -4.68 -2.84 1.58
H -4.33 -1.25 -0.39
H -4.11 -2.65 -1.47
H -2.10 -1.70 -0.62
O 2.89 3.93 5.43
C 3.28 4.23 4.05
C 1.99 4.66 3.42
O 1.58 5.97 3.90
H 3.46 3.23 5.76
H 4.00 5.04 4.21
H 3.66 3.43 3.42
H 1.33 3.80 3.46
H 2.26 4.82 2.38
H 1.02 5.81 4.66
O -4.41 2.96 -3.02
C -3.88 1.98 -2.12
C -3.09 2.51 -0.91
O -3.83 3.43 0.01
H -4.99 2.53 -3.65
H -4.75 1.47 -1.71
H -3.46 1.14 -2.67
H -2.16 2.97 -1.23
H -2.74 1.74 -0.22
H -4.20 4.22 -0.40
O -1.02 -3.09 -6.16
C -1.58 -3.09 -4.84
C -1.88 -1.72 -4.28
O -0.73 -0.94 -4.03
H -0.52 -2.27 -6.23
H -2.51 -3.66 -4.84
H -0.81 -3.59 -4.24
H -2.34 -1.79 -3.29
H -2.60 -1.13 -4.83
H -0.97 -0.07 -4.36
O 5.71 -0.73 1.00
C 4.60 0.06 0.71
C 3.69 0.54 1.82
O 4.30 0.50 3.10
H 6.22 -0.85 0.20
H 5.13 0.93 0.30
H 3.98 -0.27 -0.12
H 2.73 0.04 1.75
H 3.41 1.56 1.57
H 5.24 0.63 2.96
O 2.95 -5.52 0.02
C 2.39 -5.27 -1.29
C 1.67 -3.91 -1.26
O 2.54 -2.91 -0.73
H 3.77 -5.03 0.12
H 3.07 -5.32 -2.14
H 1.63 -6.00 -1.58
H 0.98 -3.89 -0.42
H 1.40 -3.64 -2.28
H 1.96 -2.16 -0.57
O 0.53 1.45 1.65
C -0.10 0.38 0.98
C 0.28 0.14 -0.52
O -0.09 -1.13 -0.95
H -0.01 1.73 2.39
H 0.07 -0.45 1.66
H -1.17 0.51 1.11
H 1.34 0.23 -0.71
H -0.35 0.76 -1.17
H 0.09 -1.06 -1.89
O -1.10 2.93 3.39
C -2.23 2.49 4.09
C -1.86 1.23 4.84
O -0.73 1.29 5.66
H -1.02 3.89 3.44
H -2.66 3.28 4.71
H -2.90 2.14 3.30
H -1.59 0.49 4.09
H -2.69 0.74 5.35
H -0.18 0.62 5.25
*
```

Mulliken atomic charge list, values in e, 5 entries: -0.18, 0.41, -0.12, -0.69, 0.21


No. 2
Density functional theory data (the ωB97M-V functional and the def2-TZVPD basis) for C2H9KO5 as an isolated structure in a non-equilibrium geometry.

orbital gap = 0.295 Ha
calculated total energy = -1057.589843 Ha
strongest force on any atom = 8.06 eV/Å
E_HOMO = -8.7 eV

Structure (ORCA input):
```
! RIJCOSX wB97M-V def2-TZVPD def2/J DEFGRID3
* xyz 0 1
K -0.06 -0.74 -0.70
C -2.29 1.22 2.08
C -1.04 0.64 1.36
O -0.23 -0.04 2.02
O -0.84 0.87 0.14
H -3.06 0.45 2.11
H -2.48 2.15 1.54
H -2.03 1.53 3.09
O 1.31 0.61 0.14
H 0.51 0.70 0.66
H 1.75 -0.15 0.51
O 1.84 -1.42 -1.32
H 1.39 -2.10 -1.83
H 2.70 -1.80 -1.12
O 0.48 -0.51 -2.82
H 0.75 -1.35 -3.19
H 1.31 -0.04 -2.68
*
```

Mulliken atomic charge list, values in e, 5 entries: 0.93, -1.04, 1.06, -0.72, -0.98


No. 3
Density functional theory data (the ωB97M-V functional and the def2-TZVPD basis) for a 2-piece molecular cluster, C3H10S3 overall in a non-equilibrium geometry.

orbital gap = 0.305 Ha
calculated total energy = -1314.760054 Ha
SMILES = CSC.CSS
strongest force on any atom = 5.29 eV/Å
E_HOMO = -8.3 eV

Structure (ORCA input):
```
! RIJCOSX wB97M-V def2-TZVPD def2/J DEFGRID3
* xyz 0 1
C -0.07 1.65 2.31
S -1.08 0.56 3.41
C -1.65 -0.96 2.55
H -0.05 1.05 1.20
H 0.98 1.80 2.75
H -0.40 2.58 2.03
H -0.79 -1.50 2.70
H -2.69 -1.23 2.92
H -1.75 -0.64 1.42
C 0.25 -0.64 -3.44
S 0.71 0.13 -1.84
S 2.90 0.24 -1.95
H 0.84 -1.48 -3.69
H 0.39 0.13 -4.25
H -0.87 -0.63 -3.75
H 3.28 -1.07 -2.37
*
```

Mulliken atomic charge list, values in e, 5 entries: -0.46, -0.13, -0.65, -0.09, 0.25


Calculated lowest unoccupied orbital energy (eV), listed in the same order as above: -0.524, -0.703, -0.012